1.
C5H5NO | wB97M-V/def2-TZVPD

Summary:
Orbital gap (spin up / spin down) = 8.838 / 8.846 eV
Net charge = 0
F_max = 3.33 eV/A
E_HOMO (spin up / spin down) = -10.05 / -10.06 eV

Geometry (Å):
C -0.39 -0.46 0.20
H 1.60 0.35 0.90
C -1.16 0.86 -0.01
O -1.19 1.63 1.11
H -0.56 -1.23 -0.54
H -0.54 -0.85 1.20
H -2.02 0.92 -0.69
N 0.86 3.93 -0.78
H 1.53 -0.01 -0.84
C 0.17 1.55 -0.29
C 0.94 0.31 0.03
C 0.53 2.86 -0.52

=====

2.
C40H60ClF4IN3O27PS2 | wB97M-V/def2-TZVPD

Summary:
Orbital gap = 8.652 eV
Net charge = 0
F_max = 3.01 eV/A
E_HOMO = -8.53 eV

Geometry (Å):
O -7.85 5.82 -2.79
H -0.08 -6.11 1.31
H -1.44 -3.22 -0.14
H 4.28 0.31 2.74
H -5.96 -2.10 0.82
H 6.94 8.12 0.11
C 2.85 -0.16 5.88
C -5.96 2.94 0.45
C 4.15 7.85 0.02
C 7.10 -1.23 1.28
H 1.83 -5.20 0.16
H -1.18 3.51 -3.95
O 2.90 -2.35 6.56
H 6.69 8.98 -1.42
H -0.83 3.93 0.58
C -7.85 -2.50 -0.18
C 3.09 -0.13 -0.50
H 1.88 6.02 0.66
H -0.33 -2.94 -3.56
H 1.56 1.57 1.47
O -3.59 3.26 0.08
H -0.24 -6.98 -0.22
H -0.71 -2.83 1.38
F -1.25 -0.29 -2.14
F -2.03 -2.55 -2.58
H -6.73 3.58 -4.06
O 1.48 0.31 -2.29
C -2.72 2.23 -0.41
C 1.27 1.84 -0.56
O 6.38 -2.39 1.33
C 0.39 5.40 -0.29
H -3.59 -9.99 3.83
C 5.74 7.02 -1.35
H 2.09 -6.68 -0.79
H 7.63 -2.23 3.84
H 1.14 -0.50 1.03
H 1.87 -2.47 -1.08
H -1.60 -10.48 2.56
H 0.62 1.68 -4.50
C 3.66 -0.24 2.03
O 3.18 -0.23 -4.83
C 6.24 8.30 -0.71
O 6.79 -0.29 0.62
H -1.63 4.87 -0.62
C -3.62 -9.71 2.79
O 1.22 1.35 -5.20
H 6.52 -4.00 2.64
H -4.61 -9.94 2.38
F -1.11 0.00 -4.24
C 7.16 -3.36 2.04
H 1.32 -1.66 -3.05
H 3.47 1.57 0.94
O -6.85 -0.44 -0.05
C 0.33 -1.98 -0.21
O -8.26 0.62 -1.45
H -2.65 3.59 -2.04
C -0.59 3.22 -1.49
P 1.56 -0.19 -4.85
C 3.83 -2.17 5.60
C 1.78 -6.28 0.18
O -2.25 -9.32 0.99
H 5.42 7.17 -2.38
H -6.11 3.95 0.07
O -3.38 -8.31 2.63
O 0.09 2.02 -1.27
H 1.45 -1.04 7.29
H 1.57 6.59 -1.56
H -5.54 4.71 -4.73
H 0.38 7.55 -0.70
H 4.11 -1.23 1.96
H 3.49 0.63 -5.14
H -8.47 -3.18 0.39
O 2.56 -8.67 2.47
C 0.69 -0.53 0.04
H 3.09 -0.83 7.94
H 3.16 0.84 6.19
H 6.48 6.22 -1.31
H 4.84 0.59 0.52
O -4.27 2.22 1.91
H -3.36 1.38 -0.64
H -7.30 -3.06 -0.94
O -5.85 4.84 -2.68
H -1.65 -1.58 0.62
C 8.07 -2.49 2.87
H -7.38 -1.45 1.66
H -2.11 2.02 -2.50
C 2.51 -1.06 7.04
C -2.50 -10.32 1.98
H 3.03 -1.18 -0.20
N 0.98 -2.89 -0.78
O -8.65 -1.51 -0.84
O 2.64 -6.82 1.20
C 0.54 6.60 -1.20
H 9.05 -2.94 3.04
C -4.55 2.75 0.91
H 2.04 -0.07 5.16
C -6.83 5.45 -1.97
S -0.26 4.05 -3.13
O 8.19 -1.30 2.08
H -6.22 2.21 -0.31
H -0.08 6.56 -2.09
C -0.99 -2.41 0.41
C 3.76 0.55 0.72
Cl 4.24 -0.17 -1.88
O 0.75 -8.00 1.30
I 2.83 3.10 -1.50
O 4.48 -3.04 5.11
C -6.34 4.60 -4.00
O 5.03 8.86 -0.17
O -6.81 5.62 -0.80
N 1.19 5.26 0.66
O 3.94 -0.85 5.26
H -6.61 2.81 1.31
O -2.45 -7.08 0.99
F -1.78 -2.26 -4.65
C -7.42 5.65 -4.14
C -2.67 -8.13 1.49
O 4.60 6.70 -0.55
C -0.62 -0.74 -3.23
H -2.79 -11.26 1.51
H -0.24 0.01 0.17
C -1.13 -2.22 -3.50
H -1.99 1.92 0.34
S 1.00 -1.48 -6.18
H 2.65 -0.26 2.44
C 0.42 -6.79 0.61
C -2.07 2.75 -1.69
C 1.62 0.28 -0.87
H -8.24 5.32 -4.77
O 3.12 7.95 0.60
N 1.07 2.15 0.81
C -0.70 4.34 -0.41
H 0.08 2.04 1.02
C 2.04 -7.91 1.73
H -7.04 6.60 -4.51
C -6.94 -1.66 0.69
C 0.93 -0.64 -3.13
H 7.71 -3.97 1.32
C -7.95 -0.35 -0.84